No. 1
Entry from the OMol25 dataset: C15H12IN9O2SZn as an isolated structure (ωB97M-V with the def2-TZVPD basis set).

## Properties
Largest force on an atom (eV/Å): 1.287
Total energy (Eh): -3697.32956
Total charge: 0
ΔE to the lowest compared entry with this formula, charge and spin (eV): 0.491

Element x y z (Å)
Zn: 0.1782 2.0157 0.4801
N: -1.7941 -4.7174 -2.9169
C: -1.7944 -3.6870 -1.9975
C: -1.5462 -2.3719 -2.4083
C: -1.6022 -1.3361 -1.4988
C: -1.8950 -1.5938 -0.1666
C: -2.1407 -2.8916 0.2543
C: -2.0949 -3.9312 -0.6542
S: -1.9918 -0.2573 0.9714
O: -2.4385 -0.7618 2.2346
O: -2.6771 0.8302 0.3352
N: -0.4421 0.3056 1.1182
C: 0.5696 -0.4425 1.6322
N: 1.7517 0.2175 1.6928
C: 2.7875 -0.4541 2.1803
C: 2.6929 -1.7646 2.6119
C: 1.4382 -2.3464 2.4937
N: 0.3844 -1.7087 2.0121
H: -1.3089 -4.5589 -3.7831
H: -1.7011 -5.6515 -2.5565
H: -1.3336 -2.1666 -3.4501
H: -1.4446 -0.3173 -1.8308
H: -2.3623 -3.0733 1.2964
H: -2.3008 -4.9424 -0.3257
H: 3.7445 0.0611 2.2273
H: 3.5394 -2.3032 3.0078
H: 1.2726 -3.3739 2.7996
I: 4.4283 5.8766 -1.5550
C: 3.4601 4.3660 -0.5572
C: 3.9780 3.5411 0.4231
N: 2.9990 2.7038 0.7829
N: 1.8774 2.9400 0.0962
C: 2.1352 3.9522 -0.7235
H: 4.9532 3.4948 0.8758
H: 2.9788 1.9564 1.4622
H: 1.3559 4.3320 -1.3630
N: -0.9910 3.3364 -0.3544
C: -2.0414 3.6732 -0.7705
N: -3.0595 4.2149 -1.2765
C: -4.2468 3.6255 -1.3446
N: -5.3176 3.2088 -1.4550

---

No. 2
Entry from the OMol25 dataset: one molecule with the formula C15H12N2O2S (ωB97M-V with the def2-TZVPD basis set).

## Properties
Largest force on an atom (eV/Å): 16.126
Total energy (Eh): -1236.60858
SMILES: O=C(NCc1cccs1)C(=O)c1c[nH]c2ccccc12
Total charge: 0
ΔE to the lowest compared entry with this formula, charge and spin (eV): 10.083

Element x y z (Å)
O: 1.7239 -0.4880 1.5196
C: 2.0427 0.0615 0.3935
N: 2.3957 -0.7214 -0.6288
C: 2.6368 -2.1771 -0.7311
C: 1.2583 -2.8645 -0.9985
C: 0.2323 -3.1602 -0.1239
C: -1.1033 -3.4234 -1.0953
C: -0.8608 -3.5163 -2.4166
S: 0.8184 -3.0186 -2.6927
C: 2.1444 1.3081 0.0721
O: 3.2156 1.9517 -0.4993
C: 0.9726 2.1069 0.4196
C: 0.7448 3.6134 0.5461
N: -0.3818 3.8371 1.0218
C: -1.1936 2.8241 0.8475
C: -2.5982 2.5747 1.3346
C: -3.2574 1.4701 1.2050
C: -2.4395 0.2588 0.9190
C: -1.2773 0.5023 0.2820
C: -0.4798 1.7623 0.6238
H: 2.8024 -0.3432 -1.5413
H: 2.5760 -2.5863 0.4989
H: 3.2910 -2.6629 -1.3396
H: 0.2417 -2.8343 0.7305
H: -2.1056 -3.7574 -0.6595
H: -1.6869 -3.8732 -3.0971
H: 1.7143 4.2355 0.3562
H: -0.7432 4.8616 1.1197
H: -3.0718 3.6592 1.5818
H: -4.1420 1.3261 1.4372
H: -3.1061 -0.5530 0.7070
H: -0.3636 -0.3737 0.2079

---

- The lowest ΔE to the lowest compared entry with this formula, charge and spin belongs to which entry?
  C15H12IN9O2SZn